This record from OMol25 describes a 3-piece molecular cluster, C4H16N2O2 overall. The level of theory is wB97M-V/def2-TZVPD.

The multiplicity is 2. Its net charge is +1. The expectation value of S² is 0.754. The energy relative to the best compared isomer or geometry (same formula, charge and spin) is 28.47 kcal per mole. For the frontier orbital gap (spin up / spin down), the calculation gives 10.6 / 5.4 eV.

The geometry in XYZ format:
```
24
Properties=species:S:1:pos:R:3:mulliken_spin:R:1
N 2.647 1.735 -0.266 0.030
C 2.215 0.410 0.007 0.017
C 1.180 -0.319 -0.851 0.004
N -0.193 0.025 -0.410 0.740
C -1.209 0.086 -1.449 0.016
C -2.655 -0.205 -0.898 0.064
H 2.910 1.837 -1.236 -0.001
H 1.958 2.458 -0.087 0.000
H 3.055 -0.252 0.015 0.000
H 1.912 0.291 1.051 -0.001
H 1.247 -1.397 -0.707 0.046
H 1.263 -0.143 -1.920 0.034
H -0.162 0.846 0.208 -0.013
H -0.932 -0.638 -2.206 -0.002
H -1.231 1.107 -1.826 0.048
H -2.721 -1.185 -0.463 0.003
H -2.928 0.602 -0.233 0.000
H -3.256 -0.077 -1.778 -0.006
H -0.925 -2.611 1.903 -0.001
H -1.177 -1.436 0.943 0.005
O -1.503 -1.847 1.753 0.018
H -0.153 -0.269 2.280 -0.002
H 0.223 0.575 3.549 0.000
O 0.434 0.409 2.622 0.000
```

This record from OMol25 describes C20H15CuIO3 as an isolated structure. The level of theory is wB97M-V/def2-TZVPD.

Its net charge is +1. For the frontier orbital gap, the calculation gives 7.8 eV.

The geometry in XYZ format:
```
40
Properties=species:S:1:pos:R:3:lowdin_charge:R:1
C -3.072 3.343 -2.934 -0.028
C -2.863 2.108 -2.107 -0.245
C -3.687 0.986 -2.284 -0.020
C -3.465 -0.167 -1.547 -0.042
C -2.444 -0.216 -0.583 -0.053
C -1.632 0.912 -0.350 -0.271
C -0.506 0.943 0.636 -0.105
C -0.316 -0.308 1.435 -0.148
C -1.260 -0.748 2.364 -0.004
C -1.033 -1.880 3.149 -0.010
C 0.161 -2.590 3.026 0.032
C 1.096 -2.167 2.090 -0.076
C 0.852 -1.055 1.288 -0.042
C 1.840 -0.731 0.244 -0.220
O 1.485 -0.345 -0.868 -0.003
C 3.261 -0.971 0.594 -0.106
C 4.363 -0.076 0.088 -0.132
C 4.009 0.788 -1.101 -0.847
O 3.771 1.940 -1.023 0.047
I 4.035 -0.169 -3.026 0.873
C 3.503 -2.016 1.398 0.111
C 2.391 -2.873 1.895 -0.322
O 2.533 -4.045 2.111 0.163
C -1.845 2.054 -1.152 0.010
H -2.715 3.147 -3.946 0.094
H -2.480 4.168 -2.552 0.083
H -4.122 3.604 -3.010 0.091
H -4.494 1.017 -3.001 0.125
H -4.097 -1.028 -1.702 0.118
H -2.306 -1.126 -0.017 0.116
H 0.369 1.189 0.051 0.109
H -0.632 1.770 1.337 0.154
H -2.168 -0.175 2.494 0.132
H -1.766 -2.201 3.873 0.119
H 0.390 -3.461 3.622 0.131
H 5.204 -0.701 -0.209 0.119
H 4.716 0.585 0.878 0.143
H 4.506 -2.290 1.692 0.147
H -1.220 2.929 -1.032 0.135
Cu -0.360 -0.144 -1.820 0.621
```

This record from OMol25 describes C45H36BBiF2NO8P2S as an isolated structure. The level of theory is wB97M-V/def2-TZVPD.

Its net charge is -1. The energy relative to the best compared isomer or geometry (same formula, charge and spin) is 0.00 kcal per mole. For the frontier orbital gap, the calculation gives 7.0 eV.

The geometry in XYZ format:
```
97
Properties=species:S:1:pos:R:3:lowdin_charge:R:1
Bi 2.165 -1.248 0.541 1.393
O -0.158 -2.505 -4.096 -0.172
N 0.957 -3.035 -3.698 -0.240
C 1.325 -4.239 -4.327 -0.025
C 2.420 -4.951 -3.937 -0.092
C 3.138 -4.530 -2.807 -0.098
C 2.816 -3.346 -2.191 -0.126
C 1.735 -2.540 -2.649 -0.595
S 1.218 -0.982 -1.947 0.485
H 0.600 -4.559 -5.050 0.116
H 2.662 -5.900 -4.413 0.101
H 4.011 -5.121 -2.561 0.100
H 3.516 -3.009 -1.481 0.044
O 2.183 -2.758 4.901 -0.024
C 1.904 -2.373 3.755 -0.794
O 2.502 -1.532 3.043 -0.214
C 0.671 -3.094 3.119 -0.246
P -0.068 -1.924 1.952 0.924
C -1.414 -2.747 1.114 -0.350
C -1.272 -3.057 -0.270 -0.092
C -2.185 -3.839 -0.977 -0.062
C -3.399 -4.260 -0.351 -0.080
C -3.593 -3.848 0.957 -0.106
C -2.604 -3.173 1.692 -0.083
C -0.830 -0.592 2.894 -0.334
C -1.628 0.345 2.221 -0.103
C -2.102 1.445 2.834 -0.089
C -1.757 1.684 4.170 -0.081
C -0.929 0.809 4.841 -0.080
C -0.457 -0.315 4.199 -0.066
H 0.071 -3.463 3.963 0.100
H 1.076 -3.922 2.553 0.086
H -0.463 -2.690 -0.871 0.020
H -2.025 -3.923 -2.074 0.109
H -4.140 -4.913 -0.833 0.100
H -4.509 -4.177 1.444 0.095
H -2.796 -3.122 2.755 0.106
H -1.847 0.186 1.158 0.081
H -2.649 2.200 2.298 0.101
H -2.259 2.507 4.672 0.099
H -0.663 1.031 5.848 0.095
H 0.267 -0.973 4.684 0.103
O -2.581 0.553 -0.839 -0.311
P -2.976 1.552 -1.830 0.780
C -4.487 2.544 -1.334 -0.243
C -4.750 3.822 -1.851 -0.089
C -5.869 4.525 -1.476 -0.082
C -6.712 4.003 -0.452 -0.078
C -6.389 2.760 0.100 -0.082
C -5.315 1.979 -0.385 -0.073
C -1.711 2.804 -2.170 -0.260
C -1.685 3.584 -3.309 -0.096
C -0.744 4.624 -3.436 -0.078
C 0.222 4.854 -2.448 -0.071
C 0.186 4.021 -1.342 -0.085
C -0.766 3.057 -1.146 -0.047
C -3.380 0.808 -3.464 -0.240
C -2.585 -0.313 -3.718 -0.073
C -2.747 -1.029 -4.882 -0.059
C -3.581 -0.500 -5.890 -0.088
C -4.321 0.624 -5.665 -0.133
C -4.248 1.262 -4.459 -0.108
H -4.083 4.125 -2.657 0.091
H -6.158 5.473 -1.884 0.091
H -7.545 4.584 -0.043 0.098
H -6.935 2.238 0.879 0.097
H -5.045 1.049 0.063 0.097
H -2.326 3.446 -4.183 0.105
H -0.708 5.216 -4.311 0.081
H 0.973 5.622 -2.649 0.105
H 0.956 4.097 -0.542 0.119
H -0.799 2.377 -0.300 0.106
H -1.843 -0.623 -2.980 0.088
H -2.099 -1.882 -5.036 0.080
H -3.581 -1.040 -6.869 0.112
H -4.944 1.113 -6.455 0.116
H -4.964 2.080 -4.399 0.103
F 1.420 1.605 1.839 0.137
B 2.494 1.194 1.110 -1.136
F 2.647 1.913 -0.036 0.138
O 3.676 1.045 1.902 0.132
C 4.748 0.525 1.413 -0.510
O 4.769 -0.072 0.346 0.001
C 5.900 0.541 2.335 -0.095
C 7.051 -0.147 1.952 0.015
C 8.080 -0.273 2.888 0.018
C 7.836 0.307 4.086 -0.227
O 8.812 0.382 5.065 0.016
C 8.094 0.832 6.250 -0.128
O 6.849 1.391 5.819 0.016
C 6.703 0.976 4.482 -0.174
C 5.695 1.090 3.610 0.094
H 7.041 -0.644 1.022 0.107
H 8.999 -0.803 2.636 0.125
H 8.539 1.650 6.792 0.123
H 7.922 -0.019 6.947 0.140
H 4.768 1.553 3.833 0.135
```

This record from OMol25 describes C37H73NO42Tl as an isolated structure. The level of theory is wB97M-V/def2-TZVPD.

Its net charge is +1. For the frontier orbital gap, the calculation gives 2.7 eV.

The geometry in XYZ format:
```
154
Properties=species:S:1:pos:R:3:lowdin_charge:R:1
Tl 1.628 -1.870 2.814 1.254
N 0.148 -0.658 -0.387 -0.560
O -0.252 -0.539 -1.535 0.140
O 0.580 0.277 0.223 0.154
O 0.088 -1.723 0.267 0.109
O -0.603 2.157 4.228 0.236
C 0.000 1.179 3.685 -0.806
O -0.823 0.348 3.223 0.090
O 1.215 1.006 3.841 0.168
H -1.376 1.804 3.782 0.125
C -2.841 5.194 -6.055 -0.033
O -2.352 3.880 -5.930 0.013
C -1.500 3.557 -4.981 -0.595
O -1.045 4.279 -4.131 0.138
O -1.103 2.308 -5.282 0.017
C -0.650 1.451 -4.283 -0.068
H -1.960 5.829 -6.148 0.098
H -3.311 5.479 -5.114 0.100
H -3.462 5.406 -6.925 0.101
H -1.319 1.348 -3.428 0.083
H 0.290 1.778 -3.836 0.091
H -0.374 0.461 -4.645 0.078
C 2.093 4.625 -1.436 -0.053
O 2.311 5.370 -0.263 -0.084
C 3.201 6.474 -0.243 -0.472
O 3.881 7.006 -1.156 0.092
O 3.065 6.908 1.007 -0.028
C 3.732 8.076 1.508 -0.012
H 1.259 5.044 -2.000 0.099
H 1.901 3.633 -1.026 0.076
H 2.970 4.682 -2.081 0.100
H 3.951 8.783 0.708 0.095
H 4.647 7.859 2.059 0.098
H 2.980 8.508 2.169 0.096
C 5.625 -3.781 0.555 -0.014
O 5.379 -2.751 -0.403 0.025
C 4.235 -2.084 -0.458 -0.534
O 3.281 -2.177 0.296 0.029
O 4.229 -1.336 -1.594 0.031
C 3.119 -0.588 -1.983 -0.064
H 4.813 -4.112 1.203 0.078
H 6.426 -3.285 1.102 0.087
H 5.981 -4.707 0.104 0.106
H 2.814 0.256 -1.363 0.091
H 2.266 -1.254 -2.112 0.076
H 3.122 -0.256 -3.021 0.087
C 2.953 -6.527 1.877 -0.029
O 2.458 -6.157 0.627 -0.004
C 1.524 -5.209 0.410 -0.510
O 1.312 -4.191 1.091 -0.002
O 0.988 -5.465 -0.793 0.037
C -0.046 -4.573 -1.249 -0.023
H 2.317 -6.238 2.714 0.080
H 3.866 -5.934 1.937 0.084
H 3.054 -7.612 1.873 0.111
H 0.335 -3.627 -1.635 0.074
H -0.819 -4.293 -0.533 0.085
H -0.607 -4.975 -2.092 0.097
C -3.680 -4.658 1.241 -0.025
O -2.520 -3.928 1.570 -0.005
C -2.338 -3.048 2.545 -0.558
O -1.167 -2.769 2.877 -0.014
O -3.445 -2.686 3.170 0.012
C -3.473 -1.929 4.385 -0.011
H -3.639 -5.170 0.280 0.087
H -4.540 -3.994 1.163 0.100
H -3.834 -5.457 1.967 0.097
H -4.328 -2.240 4.984 0.099
H -3.556 -0.846 4.284 0.090
H -2.604 -2.193 4.988 0.098
C 4.001 -1.942 -7.717 -0.096
O 2.711 -2.091 -7.306 0.005
C 2.340 -2.018 -5.987 -0.463
O 3.048 -1.660 -5.005 0.078
O 1.056 -2.380 -5.911 0.015
C 0.365 -2.507 -4.738 -0.069
H 4.698 -2.721 -7.408 0.101
H 4.462 -1.064 -7.264 0.094
H 4.086 -1.773 -8.790 0.103
H 0.992 -3.069 -4.046 0.094
H -0.641 -2.922 -4.803 0.101
H 0.279 -1.548 -4.227 0.067
C 3.253 2.834 1.612 -0.002
O 4.509 2.204 1.417 0.064
C 4.677 0.974 1.720 -0.551
O 3.757 0.172 2.082 -0.036
O 5.973 0.630 1.641 0.030
C 6.466 -0.571 2.258 -0.026
H 2.451 2.366 1.042 0.086
H 3.268 3.822 1.153 0.085
H 3.000 2.874 2.672 0.107
H 6.721 -0.424 3.307 0.102
H 7.440 -0.851 1.856 0.099
H 5.899 -1.492 2.121 0.067
C -3.054 -2.127 -2.675 -0.022
O -3.285 -3.043 -3.784 -0.030
C -3.712 -4.350 -3.525 -0.566
O -3.932 -4.899 -2.477 0.128
O -3.885 -4.803 -4.747 0.000
C -4.279 -6.149 -5.004 -0.022
H -2.075 -1.676 -2.838 0.062
H -3.224 -2.554 -1.686 0.082
H -3.732 -1.274 -2.717 0.088
H -4.273 -6.356 -6.074 0.100
H -5.255 -6.288 -4.539 0.100
H -3.625 -6.894 -4.551 0.095
C -1.382 2.834 -0.822 -0.011
O -2.393 3.860 -1.048 0.031
C -2.531 4.860 -0.221 -0.538
O -1.732 5.152 0.689 0.087
O -3.703 5.489 -0.549 -0.005
C -3.999 6.696 0.049 -0.080
H -0.816 2.964 0.100 0.082
H -0.611 2.959 -1.583 0.075
H -1.829 1.842 -0.894 0.064
H -3.906 6.684 1.135 0.097
H -4.946 7.066 -0.344 0.103
H -3.194 7.395 -0.177 0.097
C 0.402 5.039 3.156 -0.064
O -0.492 6.035 3.602 0.008
C -0.060 6.900 4.543 -0.534
O 1.101 7.042 4.941 0.100
O -1.139 7.614 4.914 -0.010
C -1.105 8.622 5.859 -0.065
H 0.651 4.468 4.050 0.090
H 1.305 5.397 2.662 0.086
H 0.029 4.381 2.371 0.072
H -1.255 8.188 6.847 0.096
H -1.972 9.267 5.716 0.098
H -0.141 9.131 5.852 0.099
C -2.964 0.198 0.765 -0.024
O -3.993 0.622 -0.113 -0.013
C -5.067 -0.104 -0.417 -0.537
O -5.233 -1.271 -0.177 0.133
O -5.973 0.762 -1.061 -0.013
C -7.213 0.261 -1.387 -0.100
H -3.512 -0.026 1.680 0.101
H -2.183 0.876 1.111 0.075
H -2.619 -0.697 0.247 0.095
H -7.197 -0.459 -2.206 0.102
H -7.970 1.045 -1.381 0.103
H -7.653 -0.334 -0.587 0.089
C 2.349 -4.657 6.278 -0.014
O 1.353 -5.641 6.007 0.038
C 0.691 -5.535 4.885 -0.554
O 0.784 -4.674 3.985 0.006
O -0.162 -6.563 4.776 0.015
C -0.965 -6.685 3.691 -0.067
H 3.226 -4.922 5.688 0.102
H 2.611 -4.771 7.330 0.105
H 2.027 -3.635 6.078 0.092
H -1.428 -7.671 3.726 0.109
H -0.434 -6.667 2.739 0.102
H -1.707 -5.894 3.797 0.103
```

This record from OMol25 describes one molecule with the formula C26H30N4O4S. The level of theory is wB97M-V/def2-TZVPD.

The energy relative to the best compared isomer or geometry (same formula, charge and spin) is 67.00 kcal per mole. For the frontier orbital gap, the calculation gives 8.4 eV.

The geometry in XYZ format:
```
65
Properties=species:S:1:pos:R:3:lowdin_charge:R:1
C 0.083 2.322 1.801 0.011
N 1.183 1.612 2.393 -0.021
C 1.580 0.345 2.055 -0.140
C 1.025 -0.330 0.873 -0.373
O 0.773 0.299 -0.149 0.063
N 0.927 -1.684 0.916 -0.040
C 0.761 -2.478 2.109 -0.123
C -0.715 -2.897 2.317 -0.114
C -1.534 -2.721 1.029 -0.200
C -1.982 -1.254 0.938 -0.387
O -1.612 -0.442 1.771 0.050
N -2.913 -0.911 0.017 -0.032
C -3.281 -1.617 -1.185 -0.122
C -2.470 -1.064 -2.362 -0.161
N -2.706 0.363 -2.505 -0.139
C -1.997 0.934 -3.652 -0.145
C -0.498 0.916 -3.477 -0.217
C 0.240 -0.201 -3.839 -0.059
C 1.587 -0.340 -3.506 0.006
C 2.159 0.676 -2.784 -0.218
C 1.437 1.823 -2.450 -0.217
C 0.120 1.971 -2.794 0.034
O 2.247 2.683 -1.760 0.037
C 3.453 1.982 -1.552 -0.159
O 3.435 0.787 -2.300 0.040
C -2.410 1.073 -1.267 -0.157
C -3.243 0.495 -0.128 -0.110
C -0.665 -3.251 -0.120 -0.117
C 0.577 -2.376 -0.305 -0.119
C 2.664 -0.032 2.840 -0.017
C 2.909 1.047 3.693 -0.487
S 3.968 1.532 4.972 1.001
C 3.132 3.053 5.091 -0.413
C 2.107 3.199 4.215 -0.110
C 1.972 2.049 3.403 -0.270
H 0.344 2.656 0.795 0.094
H -0.162 3.182 2.422 0.094
H -0.777 1.656 1.736 0.074
H 1.392 -3.368 2.004 0.128
H 1.102 -1.909 2.970 0.110
H -1.159 -2.285 3.101 0.112
H -0.752 -3.941 2.633 0.115
H -2.447 -3.325 1.099 0.149
H -3.137 -2.690 -1.077 0.111
H -4.345 -1.429 -1.365 0.130
H -2.784 -1.556 -3.287 0.130
H -1.404 -1.281 -2.190 0.101
H -2.292 0.362 -4.535 0.121
H -2.354 1.961 -3.767 0.122
H -0.239 -0.995 -4.394 0.111
H 2.149 -1.217 -3.781 0.118
H -0.425 2.861 -2.526 0.127
H 3.558 1.742 -0.479 0.138
H 4.301 2.604 -1.872 0.139
H -2.663 2.125 -1.413 0.129
H -1.349 0.994 -0.987 0.107
H -3.020 1.007 0.807 0.118
H -4.311 0.577 -0.348 0.129
H -1.202 -3.319 -1.064 0.095
H -0.366 -4.267 0.154 0.119
H 1.430 -2.991 -0.621 0.132
H 0.414 -1.607 -1.064 0.099
H 3.220 -0.945 2.769 0.113
H 3.471 3.757 5.825 0.057
H 1.493 4.080 4.157 0.102
```

This record from OMol25 describes one molecule with the formula CH6N4S. The level of theory is wB97M-V/def2-TZVPD.

The energy relative to the best compared isomer or geometry (same formula, charge and spin) is 44.55 kcal per mole. For the frontier orbital gap, the calculation gives 9.1 eV.

The geometry in XYZ format:
```
12
Properties=species:S:1:pos:R:3:lowdin_charge:R:1
H -0.357 2.390 0.200 0.043
N 0.418 1.766 0.237 0.146
C 0.073 0.584 0.088 -0.562
N -1.144 0.072 -0.372 -0.136
N -1.563 -1.080 0.304 -0.075
N 1.009 -0.561 0.060 -0.530
S 2.547 -0.389 0.074 0.759
H -2.116 0.675 -0.469 0.201
H -1.132 -0.925 1.276 0.105
H -1.155 -2.021 -0.185 0.132
H 0.730 -1.253 -0.697 0.091
H 2.690 0.741 -0.516 -0.173
```

This record from OMol25 describes one molecule with the formula C2H2Cl2N2. The level of theory is wB97M-V/def2-TZVPD.

The energy relative to the best compared isomer or geometry (same formula, charge and spin) is 53.77 kcal per mole. For the frontier orbital gap, the calculation gives 8.7 eV.

The geometry in XYZ format:
```
8
Properties=species:S:1:pos:R:3:lowdin_charge:R:1
C 2.219 0.442 0.241 -0.613
C -1.465 -0.095 0.074 -0.574
N 1.037 0.426 0.009 -0.103
N -0.193 0.713 -0.151 -0.046
Cl 3.615 -0.021 -0.441 0.707
Cl -1.355 -1.857 -0.312 0.477
H -2.329 0.485 -0.543 0.129
H -1.529 -0.093 1.123 0.022
```

This record from OMol25 describes a 2-piece molecular cluster, C5H16N2O overall. The level of theory is wB97M-V/def2-TZVPD.

The multiplicity is 2. Its net charge is +1. The expectation value of S² is 0.755. The energy relative to the best compared isomer or geometry (same formula, charge and spin) is 14.65 kcal per mole. For the frontier orbital gap (spin up / spin down), the calculation gives 10.8 / 5.8 eV.

The geometry in XYZ format:
```
24
Properties=species:S:1:pos:R:3:mulliken_spin:R:1
N 1.589 0.784 2.709 0.039
C 1.657 -0.224 1.677 0.051
C 0.457 -0.210 0.670 0.032
N 0.764 -0.764 -0.619 0.735
C 0.109 -0.232 -1.771 0.003
C -1.442 -0.355 -1.733 0.100
C -2.050 -1.632 -1.176 0.003
H 1.204 1.664 2.379 0.001
H 1.054 0.489 3.519 -0.001
H 1.648 -1.209 2.130 -0.006
H 2.590 -0.092 1.154 0.003
H 0.136 0.798 0.433 -0.001
H -0.383 -0.780 1.082 0.046
H 0.891 -1.772 -0.648 -0.023
H 0.397 0.824 -1.840 0.013
H 0.461 -0.609 -2.733 0.000
H -1.835 0.550 -1.251 -0.001
H -1.794 -0.279 -2.758 0.002
H -3.120 -1.593 -1.322 0.004
H -1.629 -2.496 -1.695 -0.001
H -1.865 -1.875 -0.125 -0.001
H -0.023 3.275 1.265 0.000
H 0.906 2.510 0.299 0.000
O 0.277 3.227 0.353 0.000
```

Q: Number 5 is which compound?
A: C26H30N4O4S